Record 1
{
  "formula": "C44H68ClN2O30P",
  "method": "ωB97M-V with the def2-TZVPD basis set",
  "total_charge": 0,
  "max_force_ha_per_bohr": 0.040,
  "smiles": "[H]/N=C(/C)CC1=CC(=O)c2c([PH2]=N)c(CC(=O)Cl)cc(C#C)c2C1=O.COC(=O)OC.COC(=O)OC.COC(=O)OC.COC(=O)OC.COC(=O)OC.COC(=O)OC.COC(=O)OC.COC(=O)OC.COC(=O)OC",
  "e_tot_ha": -4885.5939,
  "relative_energy_kcal_mol": 0.0,
  "elements": ["H", "N", "C", "C", "C", "C", "C", "C", "O", "C", "C", "P", "N", "C", "C", "C", "O", "Cl", "C", "C", "C", "C", "C", "C", "O", "H", "H", "H", "H", "H", "H", "H", "H", "H", "H", "H", "H", "H", "C", "O", "C", "O", "O", "C", "H", "H", "H", "H", "H", "H", "C", "O", "C", "O", "O", "C", "H", "H", "H", "H", "H", "H", "C", "O", "C", "O", "O", "C", "H", "H", "H", "H", "H", "H", "C", "O", "C", "O", "O", "C", "H", "H", "H", "H", "H", "H", "C", "O", "C", "O", "O", "C", "H", "H", "H", "H", "H", "H", "C", "O", "C", "O", "O", "C", "H", "H", "H", "H", "H", "H", "C", "O", "C", "O", "O", "C", "H", "H", "H", "H", "H", "H", "C", "O", "C", "O", "O", "C", "H", "H", "H", "H", "H", "H", "C", "O", "C", "O", "O", "C", "H", "H", "H", "H", "H", "H"],
  "positions_angstrom": [[2.32281, -1.03706, 2.44013], [1.76339, -1.06086, 1.58407], [0.54086, -1.16162, 1.92972], [-0.51507, -1.24806, 0.83926], [0.16494, -1.22773, 3.40838], [-0.74590, -0.11214, 3.90681], [-1.25373, 0.87672, 3.17003], [-2.17118, 1.87080, 3.83380], [-2.21179, 3.03680, 3.53869], [-3.04524, 1.28534, 4.94077], [-4.36524, 1.72024, 5.16744], [-5.11520, 3.03093, 4.10730], [-5.01361, 4.46358, 4.78054], [-5.08079, 1.08077, 6.20975], [-6.53470, 1.44417, 6.51488], [-6.74796, 2.91160, 6.89511], [-5.97397, 3.48273, 7.58786], [-8.22885, 3.74406, 6.34380], [-4.52618, 0.06812, 6.98070], [-3.20693, -0.36592, 6.75360], [-2.65343, -1.44139, 7.54021], [-2.20368, -2.27732, 8.27404], [-2.49297, 0.26145, 5.72910], [-1.07565, -0.16260, 5.38757], [-0.25794, -0.50575, 6.20162], [-0.16333, -1.89101, 0.02839], [-0.66248, -0.24621, 0.41047], [-1.48675, -1.57532, 1.23038], [1.03075, -1.27074, 4.07750], [-0.38995, -2.17111, 3.57227], [-1.03141, 0.98629, 2.11165], [-6.49144, 2.74808, 3.87982], [-4.46028, 2.94264, 2.85623], [-4.56444, 4.33835, 5.68523], [-6.88828, 0.86186, 7.37680], [-7.18083, 1.14438, 5.67651], [-5.09165, -0.42513, 7.76930], [-1.90274, -3.02337, 8.98282], [-6.55921, 5.78446, 2.92628], [-6.92676, 6.72786, 1.90728], [-6.69422, 6.30442, 0.66955], [-6.22589, 5.23741, 0.36130], [-7.06990, 7.26492, -0.17946], [-6.87428, 6.94176, -1.55752], [-6.79612, 6.23346, 3.88419], [-7.13790, 4.86465, 2.81970], [-5.49811, 5.57933, 2.89722], [-7.46288, 6.06849, -1.83546], [-5.81921, 6.77168, -1.76724], [-7.21529, 7.79482, -2.14035], [3.56006, 1.32440, -0.50230], [4.38000, 1.04603, -1.64016], [3.74427, 0.42268, -2.63205], [2.58585, 0.09889, -2.63747], [4.61747, 0.22233, -3.62156], [4.07037, -0.44160, -4.76207], [4.18441, 1.83200, 0.22914], [2.73570, 1.98268, -0.77519], [3.18260, 0.40228, -0.06188], [3.26820, 0.14670, -5.20479], [3.70935, -1.43322, -4.49466], [4.87300, -0.54385, -5.48815], [2.55040, 0.60028, 5.21485], [3.69690, 0.03387, 4.57233], [4.68041, -0.31274, 5.40571], [4.66606, -0.18514, 6.60210], [5.67469, -0.82287, 4.68022], [6.80474, -1.24077, 5.44833], [1.83143, 0.83546, 4.43365], [2.10323, -0.11204, 5.90317], [2.81350, 1.51982, 5.73591], [6.52456, -2.02795, 6.14673], [7.24041, -0.39695, 5.98113], [7.54258, -1.63510, 4.75492], [1.47236, -4.67183, 9.79269], [0.31795, -5.13106, 10.49854], [0.05788, -6.43006, 10.33332], [0.69598, -7.19789, 9.66450], [-1.03466, -6.72572, 11.03945], [-1.43321, -8.09498, 10.95534], [1.58084, -3.61045, 10.00067], [2.36497, -5.19120, 10.13752], [1.34347, -4.80698, 8.71969], [-0.65314, -8.74688, 11.34535], [-1.67320, -8.36326, 9.92758], [-2.32462, -8.20393, 11.56747], [-0.50761, -3.08553, -8.31922], [0.46387, -2.71732, -9.30037], [1.61313, -2.25797, -8.79986], [1.88015, -2.13808, -7.63435], [2.40967, -1.96364, -9.82873], [3.69717, -1.45891, -9.46612], [-1.38233, -3.44178, -8.85749], [-0.13009, -3.88718, -7.68581], [-0.78951, -2.22459, -7.71524], [4.24793, -2.19616, -8.88356], [3.60100, -0.52789, -8.90886], [4.23303, -1.26692, -10.39245], [-8.68436, 10.96014, -1.06945], [-9.04134, 11.89389, -2.08998], [-8.80459, 11.46059, -3.32736], [-8.33563, 10.39255, -3.62477], [-9.17736, 12.41546, -4.18082], [-8.97794, 12.08334, -5.55503], [-8.91980, 11.41767, -0.11239], [-9.26103, 10.04184, -1.16948], [-7.61739, 10.74498, -1.10114], [-9.56552, 11.20812, -5.82843], [-7.92238, 11.91075, -5.75987], [-9.31756, 12.93443, -6.13949], [2.47900, -2.77415, -13.79631], [3.45425, -2.37060, -14.75853], [4.58125, -1.90128, -14.22458], [4.81740, -1.79803, -13.04830], [5.40288, -1.56393, -15.21897], [6.65994, -1.04040, -14.78931], [1.61145, -3.13174, -14.34516], [2.86242, -3.58432, -13.17711], [2.17712, -1.93062, -13.17681], [7.20512, -1.78014, -14.20489], [6.51944, -0.12828, -14.21111], [7.22934, -0.80745, -15.68523], [1.06783, -5.47137, -11.02580], [1.67655, -6.50697, -11.79925], [0.80930, -7.32493, -12.39679], [-0.38949, -7.25302, -12.33152], [1.50286, -8.23659, -13.08036], [0.69489, -9.18608, -13.77653], [1.86706, -4.87363, -10.59527], [0.45524, -4.82730, -11.65505], [0.46999, -5.89378, -10.21902], [0.06729, -8.68914, -14.51485], [0.08199, -9.75466, -13.07870], [1.37257, -9.86510, -14.28736], [6.87873, -0.78850, 9.98354], [8.02481, -1.35630, 9.34491], [9.00491, -1.70171, 10.18000], [8.99294, -1.57542, 11.37549], [10.00368, -2.21336, 9.45677], [11.13084, -2.62953, 10.22830], [6.15927, -0.55193, 9.20266], [6.42896, -1.50272, 10.67182], [7.14501, 0.12902, 10.50608], [10.84935, -3.41571, 10.92731], [11.56471, -1.78517, 10.76184], [11.86540, -3.02271, 9.53027]],
  "atomic_forces_ev_per_a": [[0.3, 0.1, -0.2], [-0.4, -0.1, 0.4], [0.7, 0.1, 0.0], [-0.1, 0.4, 0.4], [-1.0, 0.1, 0.0], [0.2, -0.5, -0.1], [-0.3, 0.1, 0.4], [0.2, -0.7, 0.3], [-0.1, 0.0, -0.2], [-0.3, 0.0, 0.1], [0.1, -0.8, -0.3], [0.5, 1.6, 1.1], [0.1, -1.2, 0.2], [-0.7, 0.4, 0.2], [-0.5, -0.1, -0.7], [0.7, 0.1, 0.4], [-0.3, 0.0, 0.0], [0.3, -0.6, 0.0], [0.7, -0.1, -0.2], [-0.2, 0.1, -0.1], [0.0, 0.4, 0.0], [-0.3, -0.2, 0.2], [0.7, 0.0, -0.3], [-0.5, 0.3, -0.5], [-0.1, -0.2, 0.0], [-0.1, 0.0, 0.2], [0.1, -0.3, 0.0], [0.2, -0.1, -0.1], [0.0, -0.1, -0.3], [0.1, 0.2, 0.0], [0.0, 0.3, 0.3], [0.4, -0.7, -0.3], [-0.5, -0.4, 0.1], [0.1, 0.4, -0.1], [0.1, 0.2, -0.1], [0.1, 0.2, 0.2], [0.0, 0.2, -0.2], [0.1, 0.2, -0.3], [-0.1, 0.2, 0.0], [-0.1, -0.1, -0.1], [0.0, 0.1, 0.1], [0.0, 0.0, 0.0], [0.0, 0.0, 0.0], [0.0, 0.1, -0.3], [0.0, 0.1, -0.1], [0.0, 0.0, -0.1], [0.0, 0.1, -0.1], [0.1, -0.1, 0.1], [0.0, -0.1, 0.1], [0.0, 0.1, 0.2], [-0.1, 0.0, 0.3], [0.0, 0.0, 0.0], [0.1, 0.0, 0.0], [0.0, 0.0, 0.0], [0.0, 0.0, 0.0], [0.0, -0.1, -0.3], [0.2, 0.0, -0.2], [0.0, -0.1, -0.1], [-0.1, 0.0, -0.1], [-0.1, -0.1, 0.1], [-0.1, 0.1, 0.0], [0.1, 0.1, 0.1], [-0.1, 0.2, 0.1], [-0.1, 0.0, -0.1], [0.1, 0.0, -0.1], [0.0, 0.0, 0.0], [-0.1, 0.0, 0.0], [0.3, -0.1, 0.1], [0.2, 0.0, -0.1], [0.1, 0.1, 0.1], [0.1, -0.1, 0.1], [0.0, 0.1, 0.1], [-0.1, 0.0, 0.1], [-0.2, 0.1, -0.2], [0.2, 0.2, -0.1], [-0.1, 0.1, 0.0], [-0.1, 0.1, 0.1], [0.0, 0.0, 0.0], [0.0, 0.1, 0.0], [-0.2, -0.2, 0.1], [-0.2, 0.0, 0.1], [0.0, -0.1, -0.1], [0.1, -0.1, 0.0], [0.0, 0.0, -0.1], [0.1, 0.0, 0.0], [0.0, 0.2, 0.0], [-0.2, -0.1, 0.1], [-0.1, -0.1, 0.0], [0.1, 0.0, -0.2], [0.0, 0.0, 0.0], [-0.1, -0.1, 0.0], [0.3, 0.1, -0.1], [0.1, 0.0, -0.2], [0.1, 0.1, 0.1], [0.1, 0.0, 0.1], [-0.1, 0.0, 0.1], [0.0, -0.1, 0.1], [-0.2, -0.1, -0.1], [0.1, -0.2, 0.3], [0.0, 0.0, 0.0], [0.0, 0.1, 0.1], [0.0, 0.0, 0.0], [0.0, 0.0, 0.0], [0.0, 0.0, -0.3], [-0.1, 0.2, -0.1], [0.1, 0.0, -0.1], [0.0, -0.1, -0.1], [0.1, -0.1, 0.0], [0.0, -0.1, 0.0], [0.0, 0.1, 0.2], [-0.3, -0.1, 0.2], [0.1, 0.0, 0.0], [-0.1, 0.0, -0.1], [0.0, 0.0, 0.0], [0.0, 0.0, 0.0], [0.3, 0.1, 0.0], [0.1, 0.0, -0.2], [0.0, 0.1, 0.1], [0.1, 0.0, 0.1], [-0.1, 0.0, 0.1], [0.0, -0.1, 0.1], [-0.2, -0.1, -0.1], [0.0, 0.3, 0.2], [0.0, 0.0, 0.0], [0.1, 0.0, 0.0], [0.0, 0.0, 0.0], [0.0, 0.0, 0.0], [-0.1, -0.2, -0.2], [0.1, -0.1, -0.1], [-0.1, -0.1, 0.0], [-0.1, 0.0, -0.1], [-0.1, 0.0, 0.1], [-0.1, 0.1, 0.0], [0.1, 0.1, 0.1], [-0.4, 0.2, 0.0], [0.0, 0.0, -0.1], [0.0, 0.0, -0.1], [0.0, 0.0, 0.0], [0.0, 0.0, 0.0], [0.3, -0.1, 0.1], [0.2, -0.1, -0.1], [0.1, 0.0, 0.1], [0.0, -0.1, 0.1], [0.0, 0.1, 0.1], [-0.1, 0.0, 0.1], [-0.1, 0.0, -0.1]]
}


Record 2
{
  "formula": "C10H37N16NiO12",
  "method": "ωB97M-V with the def2-TZVPD basis set",
  "total_charge": 1,
  "max_force_ha_per_bohr": 0.060,
  "s2": 2.003,
  "e_tot_ha": -3690.7160,
  "spin_multiplicity": 3,
  "elements": ["Ni", "O", "C", "O", "O", "H", "C", "O", "H", "H", "H", "H", "C", "O", "N", "N", "H", "H", "H", "H", "C", "O", "N", "N", "H", "H", "H", "H", "C", "O", "N", "N", "H", "H", "H", "H", "C", "O", "N", "N", "H", "H", "H", "H", "C", "O", "N", "N", "H", "H", "H", "H", "C", "O", "N", "N", "H", "H", "H", "H", "C", "O", "N", "N", "H", "H", "H", "H", "C", "O", "N", "N", "H", "H", "H", "H"],
  "positions_angstrom": [[-2.52136, 1.84901, 0.84392], [-0.15395, -1.22632, 0.05489], [0.01288, 0.13062, -0.16489], [-1.00258, 0.87318, -0.06469], [1.14757, 0.55807, -0.42151], [0.73210, -1.40433, -0.36708], [-2.15392, -2.94652, -0.76749], [-2.34419, -1.56291, -0.98404], [-1.24892, -3.30081, -1.27179], [-1.95524, -3.18723, 0.28437], [-3.01419, -3.51533, -1.10581], [-1.66745, -1.04110, -0.52517], [-3.51170, -0.55416, 2.52679], [-2.86362, 0.40202, 2.07184], [-4.28731, -1.33281, 1.74670], [-3.39866, -0.89754, 3.82749], [-4.76920, -2.13261, 2.11791], [-4.20030, -1.28873, 0.74155], [-2.72695, -0.36102, 4.35396], [-3.89883, -1.70903, 4.13862], [2.27559, -3.60296, -1.21816], [1.95081, -2.41654, -1.22398], [3.56053, -4.02631, -1.40883], [1.35611, -4.59715, -1.12863], [3.75859, -5.00470, -1.50217], [4.28711, -3.37932, -1.16164], [1.53411, -5.58257, -1.18569], [0.39128, -4.32898, -1.05827], [2.27780, 3.97158, 0.67960], [1.05715, 4.05825, 0.76406], [2.88881, 2.82441, 0.25275], [3.13122, 4.96467, 1.05971], [3.88193, 2.78459, 0.11085], [2.31458, 2.06501, -0.07731], [2.79387, 5.77916, 1.53658], [4.12614, 4.88538, 0.95865], [-1.55739, 3.94677, -1.22769], [-2.07428, 3.59342, -0.16220], [-2.08270, 4.90910, -2.03282], [-0.53078, 3.24163, -1.78521], [-1.53567, 5.21040, -2.81871], [-2.82441, 5.49471, -1.69471], [0.14437, 3.71904, -2.35512], [-0.27695, 2.43013, -1.23570], [3.86792, -0.12689, 2.35362], [4.87928, -0.54389, 2.89150], [3.48273, -0.49219, 1.10092], [3.04982, 0.82031, 2.91439], [4.03326, -1.12266, 0.54642], [2.60005, -0.30530, 0.64733], [2.63524, 1.47484, 2.26953], [3.21451, 1.12232, 3.85541], [-4.54704, 1.08216, -1.58094], [-3.81601, 1.48293, -0.65544], [-4.41847, -0.12049, -2.14338], [-5.48719, 1.93154, -2.07832], [-4.91907, -0.37566, -2.97460], [-3.73797, -0.76962, -1.73175], [-5.57434, 2.81237, -1.60884], [-6.11516, 1.57555, -2.77410], [2.72938, -0.14696, -4.09708], [2.89934, -0.30613, -5.28979], [3.42784, -0.80550, -3.12735], [1.66854, 0.57770, -3.59199], [4.11739, -1.51456, -3.28468], [2.99029, -0.89542, -2.22499], [1.57519, 0.68006, -2.59548], [1.09346, 1.07691, -4.24111], [0.21254, -1.77346, 4.00514], [-0.31743, -1.62483, 5.09858], [1.54317, -2.00649, 3.84319], [-0.52717, -1.77712, 2.86035], [1.92447, -2.33690, 2.97290], [2.16392, -2.17553, 4.61395], [-0.14904, -1.91994, 1.93917], [-1.52146, -1.78934, 2.96655]],
  "atomic_forces_ev_per_a": [[0.8, -0.3, -2.1], [2.3, 2.0, -0.6], [-0.1, 1.7, 1.2], [-0.5, -0.4, 0.1], [-0.2, -0.8, -0.4], [-0.3, -2.0, 0.2], [0.9, 0.0, 0.5], [-1.5, -0.3, -0.3], [-0.3, 0.1, -0.4], [-0.4, 0.2, 0.1], [-0.1, 0.1, -0.1], [-0.4, -0.5, -0.3], [-0.2, -0.7, 0.3], [0.2, 0.8, 0.2], [-0.2, 0.0, -0.3], [-0.3, 0.6, -1.3], [0.0, 0.0, 0.1], [0.1, 0.3, 0.1], [-0.1, -0.4, 0.6], [0.3, 0.0, 0.6], [0.2, -0.8, -0.8], [0.1, 0.2, 0.8], [-0.5, 0.5, 0.2], [-0.6, 0.1, 0.2], [0.2, 0.0, 0.2], [0.2, -0.1, -0.2], [0.3, 0.0, 0.0], [0.1, 0.1, -0.1], [-0.2, -0.3, 0.3], [0.2, 0.1, 0.0], [0.2, 0.2, 0.0], [0.2, 0.2, -0.1], [0.0, -0.1, 0.0], [-0.1, 0.1, -0.1], [-0.3, 0.0, -0.1], [0.0, -0.1, 0.0], [0.6, -1.0, -1.7], [-1.1, -0.1, 1.2], [0.2, 0.0, 0.8], [-0.7, 0.3, 0.6], [-0.2, 0.1, -0.1], [0.1, 0.1, 0.1], [0.1, -0.2, 0.0], [0.5, 0.2, 0.0], [0.7, 0.6, 0.4], [-0.3, -0.4, 0.0], [-0.4, -0.7, -1.2], [-0.5, 0.0, -0.4], [0.5, 0.0, 0.5], [-0.1, 0.5, 0.5], [-0.1, 0.1, 0.2], [0.3, 0.0, 0.0], [-0.2, 0.8, -0.3], [-0.1, -0.1, 0.7], [0.1, -0.3, 0.4], [0.7, -1.0, 0.2], [-0.1, 0.0, 0.0], [0.1, 0.2, -0.3], [-0.3, 0.1, -0.2], [-0.3, 0.5, 0.0], [-0.9, -1.1, -0.6], [0.4, 0.5, -0.1], [0.3, 0.4, 1.2], [0.6, -0.1, 0.2], [0.0, 0.1, -0.8], [0.0, 0.0, 0.0], [-0.2, 0.2, -0.1], [0.0, 0.0, 0.0], [0.0, -0.7, 0.7], [0.0, 0.3, -0.1], [0.6, -0.2, -0.5], [0.1, 0.0, -0.5], [-0.2, 0.2, -0.2], [-0.4, 0.3, 0.4], [0.0, 0.1, 0.2], [0.1, 0.0, 0.1]]
}


Record 3
{
  "formula": "C2H4N2O",
  "method": "ωB97M-V with the def2-TZVPD basis set",
  "total_charge": 0,
  "max_force_ha_per_bohr": 0.077,
  "smiles": "N#C[C@H](N)O",
  "e_tot_ha": -263.3162,
  "relative_energy_kcal_mol": 29.5,
  "elements": ["N", "C", "C", "N", "O", "H", "H", "H", "H"],
  "positions_angstrom": [[-0.44170, -1.12169, -2.64828], [-0.66598, -0.52670, -1.68884], [-0.70341, 0.17557, -0.45160], [0.59999, -0.15707, 0.13907], [-1.65755, -0.28312, 0.44365], [-0.74625, 1.21948, -0.40047], [0.84424, 0.53920, 0.82595], [1.41018, -0.66198, -0.22121], [-1.22959, -0.94262, 0.95640]],
  "atomic_forces_ev_per_a": [[-0.4, 0.2, 0.4], [-0.1, -0.5, -2.5], [2.5, -1.7, 2.5], [0.6, 0.4, 1.2], [-1.9, 0.8, -0.6], [-0.6, 1.6, -1.2], [0.3, -0.1, 0.0], [-1.0, 0.4, -0.6], [0.6, -1.1, 0.7]]
}


Record 4
{
  "formula": "CH8N2P",
  "method": "ωB97M-V with the def2-TZVPD basis set",
  "total_charge": 1,
  "max_force_ha_per_bohr": 0.067,
  "e_tot_ha": -493.4177,
  "relative_energy_kcal_mol": 55.4,
  "elements": ["C", "N", "N", "P", "H", "H", "H", "H", "H", "H", "H", "H"],
  "positions_angstrom": [[-0.12374, 0.41733, -0.92118], [0.82572, 0.71381, 1.47341], [-1.04687, -0.71766, -0.39584], [1.54375, 0.33294, 0.02315], [-0.68697, 1.33696, -0.90387], [0.15091, 0.11787, -1.90048], [0.20653, 1.55209, 1.56571], [1.61127, 0.86843, 2.16614], [-0.20293, -1.43500, -0.08029], [-1.57227, -0.39037, 0.34981], [-1.68801, -1.20108, -1.09314], [0.98262, -1.59531, -0.28342]],
  "atomic_forces_ev_per_a": [[0.0, -1.4, 0.6], [1.6, 1.5, 2.0], [1.8, -1.1, -2.3], [-2.4, -2.1, -1.2], [0.1, 0.4, 0.0], [-0.1, 0.1, -1.2], [0.4, -1.2, -0.4], [-1.4, -0.3, -0.6], [-1.2, 0.8, -0.3], [-1.4, 0.5, 2.0], [1.1, 1.0, 0.8], [1.5, 1.8, 0.7]]
}